(1)
C45H43BrN10O7SV | the ωB97M-V functional and the def2-TZVPD basis

ORCA input file:
```
! RIJCOSX wB97M-V def2-TZVPD def2/J DEFGRID3
* xyz 0 4
C 2.95969 2.50824 1.35259
H 0.08579 -1.64110 -2.37953
C 1.75396 -2.73177 -1.54484
N 3.38835 0.31872 4.51855
N 1.69510 -2.38718 -0.17405
H 1.06556 -2.94046 2.75993
H 6.89233 0.05816 1.96329
H 1.40359 -1.34901 4.29658
C -4.18302 -1.73789 -5.99894
C 0.87705 4.76801 1.24152
C -7.96690 -2.10078 -6.52500
H -8.33331 -1.17744 -6.96501
C 2.84672 -4.40495 -2.91710
C -2.48321 1.22242 -1.30981
C 2.59186 -3.13519 0.41269
C 1.05768 -2.96697 -3.77911
H -5.43473 -1.94440 -7.71191
C 2.96872 2.03768 -0.95030
O 3.32199 5.28443 3.58742
H 7.01093 3.26138 4.85974
H -5.02623 -2.55094 2.88279
H -4.11203 -3.71096 0.82511
C 3.37287 -0.77838 3.69004
C 2.26023 -1.76221 3.82627
C -3.53937 -3.00506 1.47897
C 4.58453 0.98810 4.28790
H -1.49349 5.83037 -0.92316
H -7.36398 -1.89810 -3.82579
H -3.25956 -1.66895 -6.59289
N 4.42332 -0.87005 2.93686
N -2.64497 -0.88952 -2.52009
O 0.10865 0.04817 2.93146
H -3.46666 3.00344 0.25629
C 3.42970 2.81725 0.10977
H -5.14841 -1.90151 -2.74363
H 2.60130 -2.55398 4.54873
H -3.77428 4.38123 1.35187
H 8.05623 1.90692 3.02347
S -2.48892 -1.76386 -3.88014
H 1.94553 0.16645 -1.44389
C -1.85886 -1.34079 2.93813
C -5.26244 -1.78021 -3.79810
C -6.47842 -1.89451 -4.43540
Br -1.55585 -3.59164 -0.35623
C -2.41602 0.58545 -2.69561
C -5.41315 -1.87138 -6.65020
H 0.45158 -2.78797 -4.67615
H 3.82410 -2.62035 2.00787
C 2.83916 -3.13475 1.86486
H 4.02982 3.70247 -0.05585
H 3.27421 2.22498 -1.97787
C 0.16163 3.83189 1.99727
H -2.01213 -1.22128 -1.82036
N 3.27167 3.29238 2.50811
H 2.54383 0.56792 5.06480
C 2.67785 -3.76222 -1.70969
H 4.71419 2.61585 5.67387
C 5.20377 0.23337 3.28812
H -1.46229 0.80601 -3.19111
C 2.25830 1.32865 1.54423
H -3.54334 1.31500 -0.99863
C -3.28456 4.05806 0.44880
H 2.85323 -4.18202 2.28121
V 0.49604 -1.00386 1.14418
C 2.90158 4.61168 2.65600
O -2.31668 0.65552 0.92003
C -3.11817 -1.61091 3.41721
H 2.16966 6.22713 1.82576
H -2.00476 2.21402 -1.44074
H 0.53971 3.32268 2.86106
H 2.03106 1.05758 2.54395
O -0.70940 -0.17211 -0.33510
H 0.81982 6.17138 -0.36623
O -2.23520 -3.10987 -3.36904
C -1.12815 3.54730 1.56730
N 2.13372 5.22442 1.67997
H 3.52407 -5.27231 -3.03741
C 5.18455 2.16208 4.84098
H -3.66576 4.58811 -0.42280
N 1.93123 0.48877 0.57945
C 2.23609 0.89354 -0.67307
H -3.23288 0.96881 -3.33776
C -1.77771 0.54033 -0.15359
H 3.92931 -4.65033 -0.22403
C -0.97127 -0.22212 3.58157
C 0.88490 -2.37568 -2.55607
C -4.00467 -2.39766 2.64295
H -7.90967 -2.90475 -7.27935
C 2.06129 -3.94037 -3.97104
H -3.48315 -1.25841 4.36113
H -8.69404 -2.42635 -5.79676
C -2.21439 -2.79533 1.19533
O -1.57294 -1.11366 -4.77756
C -1.80125 4.32544 0.58066
C 6.45556 2.40344 4.38509
C 0.27898 5.43129 0.17723
H 3.85943 2.94982 3.25946
H 2.22375 -4.31433 -4.97301
O -1.31137 0.20192 4.69707
C 6.45518 0.63057 2.76817
N 3.18082 -4.01206 -0.43671
C 7.05004 1.70313 3.35216
N -1.39225 -1.94827 1.83579
N 1.81205 -2.30763 2.55572
H -1.69209 2.85134 2.12352
C -6.56831 -1.96221 -5.88835
C -4.08818 -1.73495 -4.61146
C -1.06545 5.25762 -0.11038
*
```

Properties
**<S²>**: 3.76
**LUMO level (spin up / spin down)**: 0.0056 / 0.0054 Ha
**Energy above the lowest of the compared OMol25 structures with the same formula, charge and spin**: 0.0 kJ/mol
**E**: -6731.2860 Ha
**Frontier orbital gap (spin up / spin down)**: 0.258 / 0.297 Ha

***

(2)
C45H43Cl4CsN11O2 | the ωB97M-V functional and the def2-TZVPD basis

ORCA input file:
```
! RIJCOSX wB97M-V def2-TZVPD def2/J DEFGRID3
* xyz -1 1
Cl 0.64296 1.26219 -5.45274
H 2.42352 1.88685 6.56886
C -5.52646 -1.48875 2.19285
H -1.92987 1.01086 2.20665
C 0.98053 -2.41474 -4.58284
C -3.40277 -2.36458 -0.72982
C 0.09729 -4.51823 -3.80878
H 4.00363 -0.37280 -0.42188
C 2.69320 -2.78147 -0.79809
C 0.88436 2.91168 5.48722
H -0.74645 -5.17954 -3.66513
N 1.68715 -3.05196 1.43216
C -3.79389 3.22970 -0.13921
C -5.11862 -2.13039 1.05646
C 4.83459 -2.18924 1.53327
C 3.81462 -4.43612 -3.01832
H 0.61959 -2.50189 3.15001
C -1.52144 -0.89553 -0.61625
N 0.84238 2.59654 3.11506
H 0.81949 -1.43958 -5.01991
C -4.15399 3.89720 -2.44690
H 5.64028 -3.75298 -2.18710
C -3.51248 -0.14323 2.26727
Cs -0.44865 2.52346 0.24299
H -5.17592 5.21369 0.83799
Cl -1.67864 -2.80533 -4.91765
H -1.83239 -2.34847 -2.18670
H 6.76174 -3.67506 0.19892
C -0.08406 -3.28125 -4.40349
C -3.99384 6.51224 3.76143
H 2.13140 -3.64965 -1.12912
H 5.63709 -1.63705 2.02928
N -1.48083 3.87193 3.13516
C 2.45649 -4.02343 -3.54029
H 4.61077 -2.43577 -2.70086
C 4.16697 -3.20367 -0.72675
C -3.88131 -1.77670 0.46558
C -2.91430 5.69239 3.94650
H 1.71824 -0.24408 -0.15754
N 2.03992 -2.27869 0.38585
H -3.98671 -3.14358 -1.20747
H 5.68364 -0.13588 0.04654
H 3.36232 0.84402 4.48524
C 1.90310 1.80150 3.24051
C 6.58391 -2.65076 -0.14554
H 5.09061 -4.77021 -0.00897
H 2.58870 -1.99750 -1.54728
H -5.72899 -2.89577 0.59259
C 1.62318 -1.02187 0.58813
C 0.13236 2.55109 -3.15236
Cl -1.42603 3.23918 -5.16178
H 3.90020 -1.69499 1.78685
N 0.99394 -0.92810 1.73765
C 1.98286 2.08318 5.59911
C 5.00677 -0.78319 -0.51699
N -1.92557 -0.33218 0.49342
H 4.44421 -4.70981 -3.87090
N -3.18795 3.39890 1.09673
C 2.07525 0.36004 -2.68857
C -3.08428 -0.77383 1.05334
H -3.14638 1.65499 3.10175
H -5.65446 6.97065 2.45840
H -2.25951 5.81130 4.80001
O 3.16922 0.05588 -3.09940
N 0.99575 0.66267 -2.28827
C -0.53644 1.94097 -4.32205
C 1.04772 -2.20049 2.20747
N -2.67433 0.79370 2.85620
H -5.11936 2.46724 -3.72967
C -3.42927 4.43779 1.87160
H -5.35287 0.78200 -1.91542
C -2.59510 4.67766 3.02570
C 4.60489 -3.40546 -2.19640
C 0.33063 3.12887 4.22359
Cl -1.69574 0.71099 -3.80944
H -5.05868 -0.02247 3.71517
N -0.80891 3.96865 4.19649
H 2.28785 1.36671 2.32363
C -4.88876 1.74141 -1.71485
C -4.53356 5.34576 1.69855
H 6.93268 -2.56622 -1.17454
H 1.50671 -5.82913 -2.88356
H 3.05688 -2.08954 -4.26863
C -4.72603 -0.50419 2.80365
C 1.36675 -4.87612 -3.38162
H 4.80023 -3.19617 1.94877
C 2.50822 1.50647 4.45026
C 2.24524 -2.79682 -4.15990
C -3.67450 4.16996 -1.17292
O 4.17635 -4.47110 -0.06136
C -2.22591 -1.93455 -1.26641
N 0.28660 3.47523 -2.47905
C -4.41030 2.00607 -0.44222
C 5.12005 -2.20915 0.02206
H -0.61277 -0.51410 -1.07422
H 7.21583 -2.00470 0.46599
H 3.69712 -5.34649 -2.42645
C -4.76569 2.68393 -2.72950
H 0.42802 3.38696 6.34387
H -4.50446 1.26754 0.34132
H 5.27399 -0.70662 -1.57069
H -6.47821 -1.74224 2.64372
H -4.22864 7.29897 4.46607
H -4.03203 4.63796 -3.22882
C -4.79802 6.32224 2.61317
H -3.18263 5.11424 -0.96646
*
```

Properties
**LUMO level**: 0.0764 Ha
**Energy above the lowest of the compared OMol25 structures with the same formula, charge and spin**: 42.9 kJ/mol
**E**: -4354.4137 Ha
**Frontier orbital gap**: 0.227 Ha

***

(3)
C45H43F4N6P2Se2Y | the ωB97M-V functional and the def2-TZVPD basis

ORCA input file:
```
! RIJCOSX wB97M-V def2-TZVPD def2/J DEFGRID3
* xyz 0 1
H 4.32669 0.56386 -2.37939
C -3.85229 2.13831 1.20346
C -5.67640 0.85786 -2.82750
H 5.23938 2.03991 -2.75968
C 4.70434 1.51511 -1.96707
F 2.47803 -6.29531 2.45833
H -3.64030 4.31689 -2.42358
C -5.84584 -0.45915 -3.22360
H -5.56556 -2.52414 -2.70300
H 7.28472 1.10548 -2.03877
C 1.82193 -5.88914 1.35217
C 3.73716 -2.41950 3.31345
H 0.62860 2.58636 -0.61563
C -1.77828 4.80871 -1.47775
H 4.52117 -0.31729 0.00727
H 0.69831 1.36131 2.20158
C -0.30993 2.96747 -1.00331
C 1.66663 1.76126 1.89557
H 3.84613 2.11526 -1.66878
C 1.58119 -1.79173 4.22749
C -4.99064 2.94507 1.18943
C -1.23777 2.09361 -1.56987
C 1.13608 -6.86611 0.65863
C -5.42462 -1.49454 -2.39863
C -2.43937 2.57709 -2.07632
C 3.34032 -0.18723 4.02974
Y 1.94859 -1.23473 0.83014
H -1.35152 -2.41376 -1.87608
C -4.89925 4.28005 1.54769
H -5.78467 4.90343 1.53515
C -3.68138 4.80879 1.95587
N 2.47792 -3.47247 1.48967
H -3.17087 1.89599 -2.49091
H -1.60765 4.40644 2.33819
C -0.58443 4.32348 -0.95876
H 4.05554 -4.37583 2.58309
H 1.16496 3.70807 2.65756
P -4.03465 0.35729 0.90802
C 0.45120 -5.31597 -0.95184
C 3.14210 3.65391 1.80767
H -1.98276 -3.79590 -3.81477
C -2.55481 4.00252 2.00204
C 2.60062 0.92237 1.25971
C 4.93223 0.68421 0.28936
C -1.60614 -0.55149 -2.92561
H -6.01205 1.66592 -3.46658
H 3.35193 4.69719 2.01332
H 3.68743 -0.43070 5.04274
H -2.51607 -0.26301 -6.17260
F 1.16610 -8.11510 1.13920
C 3.20153 -3.71077 2.73394
C -1.97335 -2.71829 -3.90357
H 5.05318 3.27279 0.89896
H -2.55258 -2.71890 -5.97238
H -4.96487 2.17507 -1.29119
H 2.55933 -4.18115 3.48060
C -1.24403 -0.32173 0.01845
H 7.46335 0.49597 -0.38838
H -1.75561 2.04098 1.66550
C 1.91827 3.09980 2.16664
C -4.82904 -1.21189 -1.18177
Se 1.32346 0.13690 -1.93045
N 5.58989 1.30543 -0.83909
H -1.85958 1.12802 -4.24552
H 2.62403 0.62846 4.08529
H 4.18867 0.14866 3.43543
N -1.92329 -0.86341 2.05973
C -1.62971 -1.94120 -2.81071
H 4.14595 -2.65026 4.30687
F 1.14521 -3.07802 -0.79150
C -2.27287 -0.73190 -5.22734
N -0.66595 -1.17835 1.94375
C -2.63597 2.66981 1.62227
C 0.42712 -6.61664 -0.49903
H 6.54763 -0.44723 -1.58837
H -5.95122 2.51249 0.93673
H -6.30720 -0.68123 -4.17833
H -0.10222 -7.40219 -1.01792
C 6.77817 0.57229 -1.23381
C 1.13839 -4.34605 -0.27201
C -1.92110 0.05296 -4.13939
H 1.91422 -2.11462 5.22316
C -2.29327 -2.11343 -5.11217
N -0.23495 -0.86945 0.72742
H 5.70918 0.49370 1.03604
C -4.65471 0.11222 -0.78042
N 2.72149 -1.36275 3.40603
Se -5.28568 -0.54142 2.31838
H -4.52128 -2.01349 -0.51938
H 0.88934 -0.95911 4.33811
P -0.78201 0.34740 -1.59312
C -2.70630 3.93787 -2.02875
C 3.82756 1.51334 0.92531
F -0.20432 -4.98186 -2.07449
H -1.98941 5.87067 -1.44658
C -2.33132 -0.28264 0.90659
H 4.55629 -2.03632 2.69517
H 1.04122 -2.60444 3.74704
H 0.13920 4.99981 -0.52145
C 1.85399 -4.53865 0.92384
H -3.61447 5.84929 2.25067
C -5.08669 1.14667 -1.60377
C 4.09432 2.85673 1.19245
*
```

Properties
**LUMO level**: 0.0005 Ha
**Energy above the lowest of the compared OMol25 structures with the same formula, charge and spin**: 27.6 kJ/mol
**E**: -7992.5600 Ha
**Frontier orbital gap**: 0.282 Ha

***

(4)
C45H43FN3 | the ωB97M-V functional and the def2-TZVPD basis

ORCA input file:
```
! RIJCOSX wB97M-V def2-TZVPD def2/J DEFGRID3
* xyz 1 1
H -9.99151 1.71211 3.10562
H 2.06298 -4.48012 2.23008
H 3.37048 -0.82386 0.30847
C -9.01883 1.50573 2.65055
H -1.24351 -3.57256 5.09387
C -6.61240 -1.88254 0.51399
H -1.73221 -2.39743 0.90884
C -1.21603 -1.51151 5.78440
C -6.53992 -0.55429 4.85493
H -0.83374 -0.22129 -3.07778
C -3.05865 -0.01489 -4.38694
C -0.55140 -2.86365 -1.27018
C -5.15073 -1.53790 -3.31428
C -3.82578 -1.83245 -2.96731
C -2.00324 -0.85085 3.13708
C -8.37015 0.38038 6.13132
H -8.07880 -1.74650 5.79593
H -8.37689 2.52910 6.32957
H -6.16492 2.80790 5.20143
C -5.93854 0.71146 4.78401
H -2.21794 0.56251 -4.78586
C -7.00758 2.36105 1.87260
C -1.80565 0.15917 4.12175
C -7.75730 -3.34891 3.76483
H -5.12108 -3.82338 5.88627
C -1.40082 -0.16585 5.41744
C -4.37595 0.24437 -4.76933
H -8.13689 -2.58186 3.08266
H -1.97882 1.20630 3.83747
C -1.35532 -2.51903 4.82147
C -2.46917 -0.56598 1.79089
N -6.77551 -1.31644 1.86390
H 3.56605 -2.47179 2.18494
H -4.89100 -0.69412 2.57556
C -6.04781 -4.03823 5.34676
C -6.53109 1.08398 1.55465
H 0.22875 -4.68597 0.53835
H 1.49801 -1.03419 -1.34203
C -8.43948 -4.55490 3.96148
H -6.31921 -5.96543 6.25225
C -2.05616 -1.36691 0.72433
C -1.36597 -1.18178 -2.96643
C -7.33202 -0.01796 1.90688
H -1.27004 -3.58749 -0.84993
N -1.26051 -1.58888 -1.54320
H -7.59143 -2.23166 0.16087
H -9.36336 -4.73603 3.40610
H -1.27240 0.62245 6.16648
H -0.24735 -3.27004 -2.24903
C -7.83757 1.65737 5.95573
C -6.73233 -5.23905 5.55029
H -4.96497 -3.67952 2.66499
H -1.03445 -1.77886 6.82813
C 1.59955 -1.74695 -0.51529
H -9.31212 0.22375 6.66124
C -7.69628 -0.73518 5.61670
C 1.92365 -3.69546 1.48258
H -9.31255 -0.64590 2.52918
C -6.60780 1.81709 5.31000
C 0.66760 -2.78242 -0.37435
C 0.88579 -3.80896 0.55505
H -5.53530 0.95358 1.13295
C -7.92395 -5.49611 4.86122
H -3.01294 0.36537 1.61914
H -6.39728 3.25568 1.69732
C -1.70756 -2.19230 3.51273
C 2.78045 -2.58627 1.43476
C -5.84788 -1.75361 4.19373
C -5.42567 -0.49613 -4.21167
C -1.95259 -0.93294 -0.60362
F -4.54925 -1.84743 4.78783
H -1.81974 -2.99629 2.77934
H -8.45316 -6.43685 5.02352
H -3.85908 -2.53950 1.89013
C 2.65268 -1.64223 0.40459
H -4.57439 1.03589 -5.49239
H -6.06986 -3.96631 0.59121
H -0.82819 -1.93238 -3.56704
H -3.59721 -2.67866 -2.30730
C -8.64781 0.19284 2.34143
H -4.83911 -2.92754 -0.15086
H -2.42074 0.01528 -0.90735
N -8.20049 2.53039 2.42711
C -5.57651 -2.99144 0.65773
H -6.27555 -1.11185 -0.19967
C -5.57369 -1.56488 2.67459
C -4.91743 -2.79507 2.01703
H -5.95813 -2.12861 -2.87844
H -6.45725 -0.26727 -4.48237
C -6.56156 -3.09703 4.44621
C -2.79406 -1.01328 -3.44425
H -4.94926 0.81911 4.32504
*
```

Properties
**LUMO level**: -0.1682 Ha
**Energy above the lowest of the compared OMol25 structures with the same formula, charge and spin**: 1.3 kJ/mol
**E**: -2004.4431 Ha
**Frontier orbital gap**: 0.225 Ha

***

> Look up the energy above the lowest of the compared OMol25 structures with the same formula, charge and spin of the fourth one.

1.3 kJ/mol